Record 1
78
Properties=species:S:1:pos:R:3:forces:R:3 method="wB97M-V/def2-TZVPD" e_lumo_ev=0.0 homo_lumo_gap_ev=6.71 relative_energy_kcal_mol=0.00
O 1.205054 2.117039 2.287874 -0.3993 -0.3291 0.9456
O 3.189092 1.437646 0.855431 2.5183 1.0580 0.3046
C 0.046960 2.959730 2.287153 0.5180 -0.1552 -0.4824
C -0.894164 2.813474 3.454571 -0.3622 0.1293 -0.0281
H -0.473071 2.788017 1.334484 -0.1936 0.0774 0.1452
H 0.461351 3.974952 2.250391 -0.1468 -0.0554 0.0336
H -1.520250 1.923277 3.365877 0.1040 0.0268 0.1323
H -1.566764 3.672913 3.445169 -0.0342 -0.0087 0.0513
H -0.366324 2.813166 4.408451 -0.0225 -0.0403 -0.0088
C 1.144226 0.863797 3.008713 -0.4250 0.3097 -0.6749
C 1.991612 0.941999 4.244273 0.0291 -0.0149 0.3044
H 1.540006 0.098078 2.329379 -0.1653 0.1105 0.1525
H 0.102763 0.583476 3.229315 0.4140 0.0804 -0.0706
H 3.026281 1.161459 3.968547 -0.1453 -0.0748 0.1932
H 1.954819 -0.010784 4.778617 0.0853 0.0377 0.0216
H 1.619537 1.725907 4.909084 0.1440 -0.0576 0.0144
C 4.315014 0.543510 0.620148 -0.5277 0.6100 0.1421
C 3.567489 2.849112 0.962010 -0.1362 -0.8974 -0.3720
C 4.488430 -0.369225 1.804531 0.1575 -0.2677 0.1949
H 5.207637 1.167290 0.496129 -0.0950 -0.1715 -0.1740
H 4.127491 -0.000923 -0.315767 0.0138 0.1024 0.2813
H 4.698059 0.206019 2.711692 -0.1080 -0.0857 -0.1448
H 5.338665 -1.031814 1.636352 0.0024 -0.0766 -0.0235
H 3.604762 -0.989247 1.976607 0.0596 0.1018 -0.0275
C 4.221401 3.122378 2.284042 0.0261 0.4178 0.2475
H 2.645006 3.419872 0.821548 0.2063 -0.1815 0.0870
H 4.256205 3.070511 0.132639 -0.1981 0.0134 0.1228
H 3.520660 2.944089 3.102549 0.1716 -0.0143 -0.1682
H 4.507770 4.176159 2.311079 0.1036 -0.0035 0.0787
H 5.127953 2.521890 2.415796 -0.1441 0.0943 0.0370
H 1.905140 1.061870 0.572311 -2.2579 -1.5853 -2.5315
Ca -0.842945 -0.871216 -1.164372 -1.1839 0.1625 -0.0255
C 1.007447 0.446531 -0.227291 1.8792 1.3748 1.2244
Si 1.227276 1.325430 -1.872828 -0.2771 0.5359 0.8539
H 1.325167 -0.603396 -0.146970 -0.0596 -0.0655 0.0992
H 0.084069 0.642038 0.330919 0.1001 -0.1152 -0.1893
C 0.557757 3.059207 -1.601394 -0.2094 0.0684 -0.2445
C 0.332198 0.433372 -3.281517 -0.2412 0.0273 -0.2251
C 3.010581 1.503749 -2.398162 0.2971 -0.1741 -0.1549
C -2.613002 0.807035 -1.648694 0.0939 -0.1503 0.0506
Si -4.019216 -0.184384 -2.340446 0.5964 0.9841 0.3948
H -2.352747 1.686035 -2.260295 -0.2415 -0.1978 -0.0363
H -2.829967 1.187361 -0.630306 0.0265 -0.2363 -0.3061
C -4.115743 0.061150 -4.207983 -0.0750 -0.0862 -0.2025
C -5.679801 0.293183 -1.595479 -0.3643 -0.1553 -0.0202
C -3.784908 -2.041891 -2.034533 -0.2063 -0.2224 -0.1354
H 3.043634 1.886384 -3.425986 0.0011 -0.0665 0.1208
H 3.531708 0.541572 -2.389317 0.0294 0.0677 -0.0979
H 3.583478 2.198998 -1.773536 -0.2206 -0.1407 -0.0580
H -0.540731 3.070011 -1.594144 0.2263 -0.0242 0.0101
H 0.901974 3.715975 -2.410606 -0.1039 0.0005 0.1332
H 0.900539 3.485565 -0.647418 -0.0050 -0.1877 -0.2453
H -0.773460 0.385481 -3.168288 0.5095 0.1784 -0.0841
H 0.740598 -0.573713 -3.462996 0.0287 0.1261 -0.1056
H 0.503524 1.029049 -4.186268 -0.0106 -0.2477 0.0080
H -5.775344 1.384705 -1.513860 0.0894 -0.2479 -0.0435
H -5.801176 -0.132910 -0.589732 0.0329 0.1196 -0.1635
H -6.509999 -0.070386 -2.216985 0.0447 0.0284 0.1659
H -3.953161 -2.315454 -0.983375 0.1230 0.0473 -0.1840
H -2.807224 -2.453994 -2.349321 -0.2725 0.1046 0.0680
H -4.538263 -2.573963 -2.633753 0.1447 -0.0298 0.1380
H -5.100200 -0.249608 -4.587443 0.2374 0.0208 0.0090
H -3.351723 -0.530881 -4.731104 -0.1222 0.1263 0.0303
H -3.970788 1.116801 -4.475487 -0.0308 -0.2215 0.0808
S -1.866153 -0.785175 1.463118 0.0551 -0.0851 0.1253
C -1.757681 -2.419659 1.062510 0.2123 -1.4222 -1.0851
N -1.215943 -2.935826 -0.076113 -0.0894 0.4875 1.1238
C -1.365938 -4.312212 -0.189850 -0.6884 0.2008 0.4297
C -1.003030 -5.097398 -1.297639 -0.1212 0.1404 0.4886
C -1.355214 -6.445757 -1.302086 0.0383 0.0982 0.2728
C -2.046837 -7.016272 -0.214067 0.0797 0.2559 -0.0218
C -2.409831 -6.235619 0.888412 0.2178 -0.0894 -0.2162
C -2.070847 -4.885476 0.893376 0.0951 -0.2695 -0.3905
S -2.498478 -3.667932 2.072623 0.3412 0.0201 -0.5203
H -0.462234 -4.616303 -2.115197 -0.1823 -0.3013 0.1155
H -1.080791 -7.068753 -2.154244 -0.1049 0.1535 0.2432
H -2.302544 -8.076949 -0.239447 0.0572 0.3404 0.0291
H -2.946841 -6.650146 1.738581 0.0612 -0.0828 -0.2436

=====

Record 2
78
Properties=species:S:1:pos:R:3:forces:R:3 method="wB97M-V/def2-TZVPD" e_lumo_ev=2.1 charge=-1 homo_lumo_gap_ev=4.94
C 3.899802 2.977456 1.143447 0.1570 0.0403 -0.0783
C 3.117766 2.960926 -0.185153 -0.0506 0.1598 -0.1810
C 1.617575 2.786270 0.002990 0.1794 0.0327 -0.0494
F 1.028858 2.940087 -1.299414 0.0758 0.0532 0.1824
P 1.039128 1.144885 0.872522 -0.2444 -0.2263 -0.0993
C -0.839029 1.600899 0.710715 -0.0062 -0.0123 0.2730
N -1.496431 1.719064 2.025209 -0.1579 0.0158 -0.1775
C 1.116189 0.158504 -0.801247 0.1342 -0.0147 0.0237
C 1.336920 -1.329357 -0.564854 0.2012 0.0068 -0.3267
C 1.063583 -2.239578 -1.757528 -0.1679 -0.4021 0.7057
Cl 1.790008 -1.655233 -3.291411 0.0553 -0.0367 -0.2711
H 4.591316 3.830343 1.183536 -0.1159 -0.0988 0.0041
H 4.496123 2.067454 1.258609 -0.1824 0.0993 0.0619
H 3.217229 3.058616 1.994395 0.0693 -0.0586 -0.0883
H 3.494071 2.170359 -0.849856 -0.0634 0.0677 0.2043
H 3.275865 3.913170 -0.716521 -0.0048 -0.1675 0.0291
H 1.230413 3.627546 0.600661 -0.0104 -0.1327 -0.0777
H 1.051811 1.886594 2.162499 0.0902 -0.0013 0.0399
H 2.434673 0.721714 1.101900 0.0445 0.0562 0.0015
H 0.579303 -0.071330 1.634706 0.0182 0.0168 -0.0636
H -0.997435 2.541049 0.170149 0.0053 -0.1332 -0.0915
H -1.332184 0.780281 0.172201 0.0689 0.1596 -0.0345
H -1.074834 2.503001 2.514477 0.0808 -0.0765 0.0477
H -1.234648 0.890727 2.558032 0.0824 0.0477 0.0473
H 1.972272 0.559823 -1.358225 -0.1694 -0.0325 0.0086
H 0.225984 0.324375 -1.422453 0.0275 -0.0046 0.1109
H 0.677135 -1.678765 0.239071 0.1400 -0.0359 -0.0540
H 2.376965 -1.518005 -0.264190 -0.1502 0.2010 0.1864
H 1.491598 -3.232707 -1.574438 -0.0397 0.1395 -0.1552
H -0.006044 -2.379662 -1.915614 0.1817 0.2858 -0.2572
C -5.290990 -3.608612 -0.266631 -0.0394 0.0486 -0.0133
C -4.763585 -3.232280 -1.644513 -0.0481 -0.0061 0.0384
C -3.310832 -3.667119 -1.865816 -0.0622 -0.0217 -0.0066
C -2.416804 -3.021053 -0.906939 0.0531 0.2002 0.0124
N -1.744537 -2.443149 -0.176740 -0.1802 -0.2144 0.0901
H -4.713655 -3.126726 0.523365 0.0305 -0.0017 -0.0175
H -6.331590 -3.300260 -0.160181 -0.0125 -0.0314 0.0087
H -5.248859 -4.688406 -0.111344 -0.0040 -0.0044 -0.0005
H -4.828192 -2.151460 -1.784810 0.0156 -0.0080 -0.0098
H -5.384656 -3.693445 -2.415711 0.0443 -0.0166 -0.0254
H -2.974411 -3.397875 -2.868448 0.0107 -0.0279 -0.0013
H -3.211151 -4.749578 -1.761440 -0.0119 0.0001 -0.0067
C 4.070891 5.657357 6.023679 -0.0128 0.0036 0.0366
C 3.420661 4.355930 6.475862 0.0298 0.0461 -0.0157
C 3.062913 3.435612 5.304582 -0.0030 -0.0560 0.1041
C 2.115866 4.056975 4.383894 0.0367 -0.0385 -0.2099
N 1.404554 4.537355 3.622988 -0.1204 0.2308 0.1394
H 3.393611 6.233156 5.392007 0.0028 -0.0138 -0.0244
H 4.339647 6.276086 6.880846 0.0054 0.0033 -0.0040
H 4.979149 5.462182 5.450313 -0.0011 -0.0031 -0.0089
H 2.516540 4.572838 7.048330 -0.0065 -0.0114 0.0077
H 4.097106 3.815153 7.141214 -0.0158 -0.0339 -0.0120
H 2.620546 2.503747 5.659579 0.0255 -0.0171 -0.0194
H 3.956846 3.175378 4.733276 -0.0163 -0.0183 -0.0245
C -7.573002 -1.013876 -2.464622 -0.0444 -0.0005 -0.0173
C -9.075073 -0.859163 -2.261096 0.0793 0.0135 -0.0215
C -9.593950 -1.670217 -1.067466 0.0363 0.0869 -0.0815
C -9.353217 -3.102446 -1.236634 0.0026 -0.1309 0.1155
N -9.157348 -4.227358 -1.358310 0.0014 0.0325 -0.0654
H -7.309695 -2.050151 -2.682383 -0.0169 0.0033 0.0191
H -7.230789 -0.401201 -3.297994 0.0122 0.0050 0.0039
H -7.021108 -0.705182 -1.574868 0.0001 0.0044 0.0048
H -9.608794 -1.167910 -3.161951 -0.0167 -0.0007 0.0037
H -9.320032 0.190095 -2.088764 -0.0308 -0.0087 0.0253
H -10.665614 -1.523376 -0.926962 0.0048 0.0143 0.0114
H -9.092935 -1.352569 -0.150632 -0.0104 -0.0065 0.0119
C 7.198485 -1.758430 -4.016740 0.0170 -0.0206 0.0110
C 6.630672 -2.886075 -3.164120 -0.0320 -0.0655 -0.0789
C 5.237683 -2.560459 -2.604762 0.2631 0.0845 -0.1420
C 5.316304 -1.391718 -1.729234 -0.1514 -0.1103 0.1998
N 5.443344 -0.520253 -0.993509 0.0744 0.1172 -0.0585
H 7.323650 -0.848565 -3.428912 -0.0228 0.0090 0.0034
H 8.172668 -2.032294 -4.423776 -0.0008 0.0037 -0.0055
H 6.535311 -1.529117 -4.853009 -0.0064 0.0029 0.0009
H 7.309117 -3.101437 -2.336174 -0.0104 -0.0127 0.0129
H 6.556070 -3.797804 -3.761470 -0.0309 -0.0104 0.0222
H 4.840799 -3.394330 -2.025425 -0.0373 0.0069 0.0046
H 4.534367 -2.356467 -3.412731 -0.0483 0.0261 0.0615